Entry 1:
128
Properties=species:S:1:pos:R:3:lowdin_charge:R:1 method="wB97M-V/def2-TZVPD" e_above_lowest_ev=0.000 total_charge=0 homo_energy_ha=-0.395 smiles="O=C1OC[C@@H](F)O1.O=C1OC[C@@H](F)O1.COC(=O)OC.COC(=O)OC.COC(=O)OC.COC(=O)OC.COC(=O)OC.COC(=O)OC.COC(=O)OC.COC(=O)OC.COC(=O)OC"
C 0.66710 1.29147 0.35580 -0.05
C 0.27800 -0.10600 -0.07839 -0.24
O 0.02150 -0.70968 1.16175 0.11
C 0.77531 -0.09946 2.10014 -0.55
O 0.96604 -0.48794 3.20854 0.17
O 1.38756 0.95161 1.53543 0.09
F 1.44201 -0.65994 -0.59718 0.03
H -0.22566 1.86998 0.62406 0.10
H 1.16388 1.94802 -0.34546 0.13
H -0.54303 -0.21900 -0.77676 0.15
C 3.83580 -0.54965 4.90637 -0.05
C 4.05852 0.11447 6.25517 -0.31
O 5.34956 0.62768 6.13076 0.15
C 5.84769 0.46213 4.88369 -0.55
O 6.94345 0.77832 4.56675 0.18
O 4.93361 -0.15077 4.09975 0.09
F 3.90489 -0.77582 7.28387 0.06
H 2.89512 -0.14929 4.52752 0.11
H 3.73337 -1.62520 5.03981 0.15
H 3.32096 0.87967 6.49504 0.15
C -2.68927 -3.32365 0.08847 0.01
O -2.79076 -2.89580 -1.28633 0.02
C -2.80834 -1.58235 -1.50507 -0.59
O -2.73320 -0.72232 -0.66493 0.12
O -2.82587 -1.39373 -2.82342 0.00
C -2.57140 -0.13589 -3.45259 -0.02
H -3.58867 -3.08818 0.65054 0.10
H -1.74297 -3.02645 0.53478 0.07
H -2.65850 -4.39812 -0.09800 0.10
H -1.87064 0.58028 -3.03838 0.07
H -3.55742 0.29124 -3.63635 0.10
H -2.19937 -0.41631 -4.43919 0.10
C -5.13061 0.12361 1.34570 -0.04
O -4.06070 1.00086 0.99720 -0.01
C -3.36781 1.38434 2.09786 -0.60
O -3.36852 0.85371 3.16989 0.15
O -2.57763 2.35086 1.68650 0.00
C -1.41857 2.66525 2.45626 -0.04
H -5.87908 0.09313 0.55716 0.10
H -5.64435 0.50490 2.23033 0.10
H -4.81151 -0.88896 1.59334 0.08
H -1.81445 2.95097 3.43788 0.11
H -0.95307 3.59192 2.13309 0.10
H -0.77323 1.81160 2.64864 0.08
C 3.17504 0.75882 -3.66912 -0.04
O 3.21279 2.12188 -4.06016 -0.03
C 4.31736 2.86787 -4.01506 -0.59
O 5.43044 2.54699 -3.67298 0.14
O 4.07011 3.93898 -4.76546 -0.01
C 5.12570 4.78826 -5.17029 -0.05
H 4.04945 0.28789 -4.13435 0.10
H 2.33529 0.28792 -4.17234 0.09
H 3.28077 0.49121 -2.61886 0.10
H 5.91296 4.27596 -5.73021 0.10
H 5.61506 5.21652 -4.29737 0.10
H 4.79685 5.54356 -5.87840 0.09
C -5.98067 -4.14639 3.62086 -0.05
O -5.12777 -3.29991 2.87791 0.02
C -3.87013 -3.21567 3.25991 -0.61
O -3.42015 -3.78411 4.22981 0.13
O -3.16551 -2.55003 2.37132 -0.05
C -1.77933 -2.33395 2.61698 -0.02
H -7.02075 -3.88392 3.43323 0.10
H -5.97417 -3.92252 4.69336 0.10
H -5.77722 -5.20980 3.54360 0.10
H -1.60724 -1.27358 2.76928 0.08
H -1.16550 -2.77153 1.83397 0.07
H -1.45603 -2.81508 3.53961 0.10
C -3.83439 3.62468 -5.60645 -0.01
O -2.93550 3.07625 -4.61426 -0.02
C -1.67886 3.49427 -4.50323 -0.61
O -1.26252 4.55736 -4.86158 0.16
O -1.02486 2.56169 -3.79877 -0.02
C 0.28882 2.82657 -3.36549 -0.02
H -4.65852 2.94032 -5.40786 0.09
H -3.45634 3.49364 -6.61555 0.10
H -4.20624 4.62984 -5.42436 0.10
H 0.89166 1.92328 -3.44759 0.07
H 0.37247 3.17557 -2.33960 0.08
H 0.82353 3.46993 -4.06579 0.11
C -1.15419 -6.91474 0.93092 -0.05
O -0.24079 -5.99818 1.50333 0.02
C 0.61024 -5.44282 0.66805 -0.63
O 0.67199 -5.68519 -0.51624 0.12
O 1.30198 -4.50623 1.29878 0.01
C 2.09474 -3.59290 0.56819 -0.03
H -1.79497 -7.40383 1.66140 0.10
H -0.64721 -7.77597 0.48779 0.10
H -1.73611 -6.44661 0.14108 0.08
H 1.52155 -2.72030 0.27057 0.07
H 2.51664 -4.09560 -0.30282 0.10
H 2.92757 -3.20508 1.15211 0.10
C 1.04195 2.36554 4.65263 -0.03
O 0.39732 1.14546 4.99634 -0.06
C 0.34709 0.86917 6.30887 -0.59
O 0.89598 1.35805 7.24864 0.15
O -0.47653 -0.17000 6.50848 0.03
C -1.22081 -0.74693 5.44719 -0.05
H 1.98160 2.47603 5.19489 0.10
H 0.41331 3.20302 4.96969 0.11
H 1.21215 2.52637 3.59117 0.09
H -1.34889 -1.82214 5.57470 0.10
H -0.76239 -0.57315 4.48102 0.05
H -2.25552 -0.39463 5.44328 0.10
C 4.34271 -4.12754 -5.97112 -0.02
O 3.57763 -3.12495 -5.28119 -0.01
C 2.38441 -3.49149 -4.82080 -0.62
O 1.91309 -4.58414 -4.95164 0.15
O 1.88361 -2.44839 -4.16392 0.00
C 0.69566 -2.57613 -3.44308 -0.05
H 3.71893 -4.55526 -6.75452 0.10
H 4.71394 -4.82334 -5.22531 0.10
H 5.12155 -3.57449 -6.48987 0.09
H 0.56240 -1.73638 -2.74963 0.07
H 0.71296 -3.41095 -2.73776 0.10
H -0.20396 -2.49646 -4.05701 0.10
C 2.14536 6.03810 -1.77528 -0.02
O 0.74041 5.91741 -1.91362 0.02
C 0.08201 5.19155 -1.04199 -0.66
O 0.59752 4.58952 -0.12630 0.10
O -1.18501 5.15049 -1.39262 0.02
C -2.05469 4.22398 -0.76158 -0.01
H 2.39594 6.33701 -0.76016 0.10
H 2.53105 6.68835 -2.55469 0.10
H 2.60133 5.06841 -1.99911 0.09
H -1.44926 3.32610 -0.62416 0.08
H -2.84475 3.99099 -1.47193 0.10
H -2.49579 4.56394 0.17245 0.10

***

Entry 2:
102
Properties=species:S:1:pos:R:3:lowdin_charge:R:1 method="wB97M-V/def2-TZVPD" e_above_lowest_ev=0.606 total_charge=0 homo_energy_ha=-0.328 smiles="CCCCCCCC[C@]1(CNC)COC(=O)O1.CCCC#N.CCCC#N.CCCC#N.CCCC#N.CCCC#N"
C 3.76299 -1.66278 1.30175 -0.13
C 2.46234 -2.42209 1.63759 -0.24
C 1.73380 -2.79159 0.31489 -0.21
C 0.21193 -2.87701 0.55106 -0.21
C -0.62546 -2.47241 -0.67292 -0.19
C -0.47100 -0.98443 -1.06656 -0.19
C -1.80131 -0.19595 -1.04376 -0.19
C -2.33688 -0.01517 0.40041 -0.07
C -3.50429 -0.94459 0.84698 -0.33
C -4.13711 -1.90109 -0.16648 -0.16
N -4.70244 -3.10744 0.44590 -0.09
C -4.45462 -4.29754 -0.38738 -0.12
C -4.62698 -0.00417 1.36246 -0.08
O -5.04137 -0.57568 2.61438 0.07
C -3.91507 -1.12439 3.13192 -0.61
O -3.69608 -1.24105 4.24135 0.22
O -3.10112 -1.48052 2.12537 0.09
H 4.55160 -1.88553 2.02550 0.06
H 4.11930 -2.01076 0.33240 0.06
H 3.61645 -0.59184 1.25654 0.03
H 2.66112 -3.35682 2.15727 0.10
H 1.80470 -1.80202 2.24020 0.09
H 2.09454 -3.76961 -0.00563 0.11
H 1.97305 -2.09192 -0.48886 0.09
H -0.02057 -3.92324 0.77343 0.11
H -0.12625 -2.31789 1.42563 0.10
H -1.65239 -2.79164 -0.49486 0.08
H -0.26127 -3.06887 -1.51437 0.11
H -0.12746 -0.94785 -2.09892 0.08
H 0.28032 -0.51374 -0.43061 0.11
H -1.53032 0.80159 -1.39867 0.08
H -2.52886 -0.57093 -1.75854 0.10
H -1.50229 -0.23644 1.06422 0.12
H -2.55179 1.04000 0.55130 0.10
H -4.96298 -1.35914 -0.63037 0.12
H -3.47973 -2.19445 -0.98717 0.09
H -4.25381 -3.32192 1.32865 0.10
H -3.40863 -4.35639 -0.71131 0.07
H -4.59313 -5.15772 0.26834 0.08
H -5.14700 -4.36283 -1.22211 0.08
H -5.55065 0.05715 0.78586 0.13
H -4.35204 1.03680 1.55499 0.12
C -2.08949 -1.88571 6.83873 -0.11
C -2.37878 -2.70644 8.09074 -0.26
C -1.14979 -3.45919 8.61218 -0.19
C -0.65036 -4.40389 7.60066 -0.25
N -0.26491 -5.13066 6.81845 0.14
H -1.78235 -2.51813 6.00563 0.07
H -2.97917 -1.34791 6.52302 0.05
H -1.29837 -1.15473 7.02523 0.08
H -3.17882 -3.41761 7.87448 0.11
H -2.74401 -2.04294 8.87767 0.11
H -1.40199 -4.01836 9.51367 0.11
H -0.35104 -2.75944 8.86174 0.12
C 6.00035 2.75528 2.90115 -0.11
C 7.13923 2.01136 2.21240 -0.26
C 7.05057 2.06759 0.68384 -0.18
C 5.80149 1.44996 0.21658 -0.21
N 4.83886 0.96829 -0.14423 0.18
H 5.03185 2.31255 2.66303 0.07
H 6.11904 2.71466 3.98430 0.07
H 5.98013 3.80544 2.60204 0.08
H 7.13675 0.97004 2.54149 0.11
H 8.09138 2.44411 2.52556 0.11
H 7.88942 1.53598 0.23485 0.12
H 7.08182 3.10030 0.33472 0.12
C -0.34151 3.54037 -3.21029 -0.11
C 0.09296 3.44578 -4.66661 -0.26
C -0.81164 2.53089 -5.50057 -0.19
C -0.78458 1.15866 -4.95602 -0.24
N -0.75711 0.10611 -4.53328 0.17
H -0.29172 2.56853 -2.71607 0.06
H 0.31237 4.21856 -2.65944 0.07
H -1.36192 3.91282 -3.13052 0.04
H 1.12141 3.08062 -4.70960 0.11
H 0.08915 4.44504 -5.10736 0.11
H -0.46768 2.50727 -6.53487 0.11
H -1.83902 2.89491 -5.49282 0.10
C -5.31067 5.52417 -3.47417 -0.11
C -5.58209 4.76655 -2.17923 -0.26
C -4.34128 4.04956 -1.63754 -0.18
C -3.85005 3.06068 -2.60887 -0.23
N -3.47069 2.29974 -3.36122 0.19
H -5.00774 4.84930 -4.27644 0.07
H -6.20996 6.04226 -3.80746 0.07
H -4.52316 6.26823 -3.33601 0.08
H -6.37962 4.04054 -2.34941 0.11
H -5.94210 5.46641 -1.42286 0.11
H -4.57765 3.53437 -0.70600 0.11
H -3.54335 4.76579 -1.43347 0.12
C 4.59082 -0.84888 -3.08300 -0.11
C 4.77578 -0.54872 -4.56506 -0.26
C 6.24758 -0.36025 -4.94701 -0.19
C 6.83470 0.76650 -4.20285 -0.24
N 7.28751 1.63232 -3.62441 0.14
H 4.93774 -0.02241 -2.46354 0.03
H 3.53607 -1.00409 -2.85388 0.07
H 5.13690 -1.74991 -2.79291 0.08
H 4.21072 0.34994 -4.82183 0.11
H 4.35928 -1.36729 -5.15580 0.11
H 6.34054 -0.15910 -6.01455 0.11
H 6.81893 -1.26198 -4.72275 0.12